# 1
An isolated molecule of C2H3F2IS. Source: the OMol25 dataset; level of theory: wB97M-V/def2-TZVPD.

* highest occupied orbital energy (spin up / spin down): -5.24 / -8.99 eV
* ⟨S²⟩: 2.014
* E_tot: -973.425172 hartree
* orbital gap (spin up / spin down): 5.7 / 5.1 eV
* spin multiplicity: 3

Each line ends with the Mulliken charge.
Positions of all 9 atoms, in Å:
C (-0.204, 2.308, 0.604)  -0.933
C (-2.407, 0.911, -0.336)  0.276
F (-2.977, 2.104, -0.132)  -0.203
F (-1.993, 0.874, -1.555)  -0.203
S (-0.794, 0.622, 0.707)  0.040
I (-3.825, -0.601, 0.245)  -0.046
H (-0.340, 2.703, -0.337)  0.378
H (0.898, 2.179, 0.565)  0.321
H (-0.696, 2.971, 1.213)  0.370



# 2
A cluster of 2 separate species, C2H3F2NO2 in total. Source: the OMol25 dataset; level of theory: wB97M-V/def2-TZVPD.

* highest occupied orbital energy (spin up / spin down): -8.29 / -9.60 eV
* E_tot: -482.781483 hartree
* orbital gap (spin up / spin down): 8.2 / 9.5 eV

Each line ends with the Mulliken charge.
Positions of all 10 atoms, in Å:
C (0.764, 0.616, -0.025)  0.195
C (1.568, -0.598, -0.499)  0.445
N (-1.882, 0.398, -0.051)  -0.278
O (1.082, 1.733, 0.053)  -0.324
O (-2.357, 0.130, 1.252)  -0.306
F (2.715, -0.539, 0.208)  -0.221
F (1.025, -1.798, -0.283)  -0.221
H (1.699, -0.526, -1.690)  0.148
H (-2.111, 1.340, -0.247)  0.234
H (-2.502, -0.757, 1.282)  0.328



# 3
A cluster of 2 separate species, C2H3F2NO5S in total. Source: the OMol25 dataset; level of theory: wB97M-V/def2-TZVPD.

* highest occupied orbital energy: -11.94 eV
* E_tot: -1106.605713 hartree
* orbital gap: 7.8 eV

Each line ends with the Mulliken charge.
Positions of all 14 atoms, in Å:
C (0.261, -0.654, 0.614)  0.795
C (2.346, -0.274, -0.221)  -0.682
N (-1.206, -0.329, 0.145)  0.304
O (-1.309, 1.755, -1.545)  -0.482
O (0.451, -1.293, 1.574)  -0.426
O (-3.240, 1.273, -0.152)  -0.469
O (-1.074, 1.752, 0.902)  -0.477
O (0.993, -0.095, -0.222)  -0.196
F (-2.181, -0.726, 0.902)  -0.035
F (-1.236, -1.928, -1.149)  -0.410
S (-1.862, 1.471, -0.276)  1.217
H (2.647, -0.586, 0.847)  0.331
H (2.828, 0.693, -0.503)  0.236
H (2.583, -1.060, -0.914)  0.295



# 4
The ion C2H3F2O2Si with charge -1. Source: the OMol25 dataset; level of theory: wB97M-V/def2-TZVPD.

* highest occupied orbital energy: -4.38 eV
* E_tot: -717.714480 hartree
* charge: -1
* orbital gap: 8.4 eV

Each line ends with the Mulliken charge.
Positions of all 10 atoms, in Å:
C (1.702, -0.400, 0.150)  0.262
C (0.558, 0.502, 0.135)  0.653
O (2.511, -1.160, -0.258)  -0.534
O (1.360, 0.182, 1.367)  -0.437
F (-2.046, -1.551, 0.282)  -0.336
F (0.915, 1.780, -0.183)  -0.292
Si (-1.286, -0.130, -0.122)  0.130
H (-1.688, 0.641, 1.052)  -0.188
H (-0.452, -0.963, -1.376)  -0.163
H (-1.575, 1.100, -1.047)  -0.095



# 5
An isolated molecule of C2H3F2P. Source: the OMol25 dataset; level of theory: wB97M-V/def2-TZVPD.

* highest occupied orbital energy: -9.67 eV
* structure (SMILES): FC/C=P/F
* E_tot: -619.056861 hartree
* orbital gap: 9.2 eV

Each line ends with the Mulliken charge.
Positions of all 8 atoms, in Å:
F (-0.574, 0.262, 1.884)  -0.241
C (0.325, -0.127, 0.977)  -0.285
C (0.626, 0.905, -0.064)  -0.272
P (1.730, 2.138, 0.451)  0.218
F (1.722, 3.084, -0.827)  -0.239
H (1.275, -0.305, 1.433)  0.284
H (0.055, -1.073, 0.468)  0.237
H (-0.140, 1.298, -0.795)  0.298



# 6
A cluster of 2 separate species, C2H3F3IN in total. Source: the OMol25 dataset; level of theory: wB97M-V/def2-TZVPD.

* highest occupied orbital energy: -8.63 eV
* E_tot: -729.980866 hartree
* orbital gap: 8.9 eV

Each line ends with the Mulliken charge.
Positions of all 10 atoms, in Å:
C (-0.389, -0.704, -0.420)  -0.530
C (-0.110, 1.291, 0.339)  0.633
N (0.802, -1.297, -0.325)  -0.373
F (-0.289, 2.231, -0.671)  -0.277
F (-1.035, 1.497, 1.305)  -0.245
F (1.108, 1.498, 0.838)  -0.252
I (-2.083, -1.384, 0.579)  0.168
H (-0.648, -0.207, -1.307)  0.472
H (0.919, -1.983, 0.309)  0.185
H (1.725, -0.942, -0.647)  0.219